Formula: C25H26N4O3
Source: the OMol25 dataset
Level of theory: wB97M-V/def2-TZVPD

Each line ends with the Mulliken charge.
Positions of all 58 atoms, in Å:
C 1.6441 4.6707 -0.0476  -1.040
O 2.1455 3.4851 0.5298  -0.379
C 2.6301 2.5196 -0.3009  1.159
C 2.6654 2.6216 -1.6853  -0.570
C 3.1945 1.5937 -2.4465  -0.654
C 3.7051 0.4631 -1.8409  -0.833
C 3.6651 0.3580 -0.4611  -0.361
C 3.1325 1.3668 0.3207  0.288
C 3.0101 1.2090 1.8094  -1.351
C 1.5428 0.9135 2.1884  -0.674
C 1.0414 -0.2313 1.4008  0.498
N 0.6633 -0.2152 0.1676  0.387
N 0.3607 -1.4864 -0.1719  -0.478
C 0.5630 -2.2212 0.8705  0.331
C 0.3533 -3.6842 0.9840  -0.725
C -0.4122 -4.1996 -0.2393  -0.836
C -1.7809 -3.5265 -0.2090  0.580
O -2.5079 -3.6978 0.7559  -0.666
N -2.1389 -2.7269 -1.2361  0.228
C -1.3731 -2.5680 -2.4509  -1.220
C -3.2676 -1.8295 -1.0008  -1.894
C -2.8990 -0.7317 -0.0283  1.316
C -3.1977 -0.9087 1.3009  -0.460
C -2.8270 0.0277 2.2768  -0.997
C -2.1602 1.1635 1.9190  -0.712
C -1.8462 1.3942 0.5657  0.793
C -1.1601 2.5554 0.1519  -0.656
N -0.8204 2.8119 -1.0794  -0.416
C -1.1523 1.9098 -2.0142  -0.984
C -1.8384 0.7555 -1.7536  -0.610
C -2.2080 0.4434 -0.4280  0.813
O 1.0025 -1.4851 1.9156  -0.397
H 2.4229 5.2020 -0.6045  0.379
H 0.7928 4.4580 -0.7008  0.417
H 1.3213 5.2892 0.7893  0.257
H 2.2668 3.4911 -2.1818  0.426
H 3.2056 1.6846 -3.5228  0.394
H 4.1217 -0.3367 -2.4344  0.399
H 4.0532 -0.5296 0.0203  0.404
H 3.6490 0.3925 2.1517  0.407
H 3.3106 2.1296 2.3110  0.447
H 1.4609 0.6879 3.2519  0.546
H 0.9423 1.7879 1.9417  0.088
H -0.2240 -3.8838 1.8906  0.280
H 1.3213 -4.1844 1.0775  0.368
H 0.1538 -3.9766 -1.1370  0.450
H -0.5528 -5.2772 -0.1431  0.402
H -1.0358 -3.5391 -2.8120  0.406
H -2.0193 -2.1445 -3.2186  0.470
H -0.5134 -1.9118 -2.2934  0.333
H -4.0759 -2.4233 -0.5631  0.445
H -3.6033 -1.4256 -1.9559  0.717
H -3.7112 -1.8060 1.6097  0.434
H -3.0733 -0.1643 3.3109  0.406
H -1.8626 1.8952 2.6571  0.430
H -0.8925 3.3035 0.8898  0.420
H -0.8440 2.1629 -3.0202  0.402
H -2.0882 0.0940 -2.5653  0.391

Cartesian forces, eV/Å:
-0.1381 0.2885 -0.1314
0.0731 -0.3701 0.1431
0.2431 -0.2307 -0.0990
-0.1604 0.2640 0.1155
0.0534 -0.1100 -0.0362
0.0194 -0.1063 -0.1202
0.0410 0.1709 0.0039
0.1884 0.2574 0.1261
-0.1016 0.1147 -0.0586
0.2061 -0.1560 0.1342
-0.3145 0.1791 -0.3836
0.3309 1.1179 0.5410
-0.1251 -1.2898 0.0142
0.0087 0.1554 -0.3801
0.0645 -0.1037 0.1911
-0.0849 0.1695 0.2427
0.1791 -0.3696 -0.3999
-0.0701 -0.0295 0.3728
-0.3161 0.0952 -0.2274
0.2839 -0.0066 -0.2016
-0.1518 -0.0895 0.2823
-0.2046 -0.0814 0.1861
-0.0421 -0.0416 -0.2656
0.1467 0.2630 0.1568
-0.0451 -0.0628 0.0630
-0.1928 -0.2060 -0.3139
-0.0266 -0.0065 0.0034
0.1706 0.3986 0.2670
-0.2181 -0.4479 -0.3545
0.0819 0.1496 -0.0249
-0.0019 0.3439 0.2841
0.0739 -0.1639 0.1701
-0.0088 -0.0300 0.0305
0.0886 0.0343 0.0313
0.0241 0.0078 -0.0688
-0.0597 0.1108 -0.0143
0.0041 0.0237 -0.0854
0.0336 -0.0621 -0.0580
0.0168 -0.0795 0.0801
0.0210 0.0486 -0.0057
0.0530 -0.0637 0.0697
-0.0753 0.0922 0.0067
-0.0629 -0.0346 0.0646
0.0583 -0.0553 -0.0689
-0.0566 -0.0126 0.0255
0.0135 -0.0681 -0.0548
-0.0160 0.0611 -0.0506
0.0157 0.0574 -0.0592
-0.0152 -0.0513 0.0044
-0.0452 -0.0535 -0.1061
0.0376 0.1598 -0.1301
0.0312 -0.0789 0.0182
-0.0410 -0.0752 -0.0487
-0.0135 0.0178 0.0825
0.0128 0.0780 0.0904
0.0356 0.0583 0.1742
-0.0286 -0.0939 -0.1060
0.0059 -0.0873 -0.1221

The lowest unoccupied orbital energy is 0.488 eV. The energy above the lowest of the compared OMol25 structures with the same formula, charge and spin comes out at 36.5 kcal/mol. Its HOMO energy is -8.186 eV. The frontier orbital gap comes out at 8.7 eV. As for the SMILES: COc1ccccc1CCc1nnc(CCC(=O)N(C)Cc2cccc3cnccc23)o1.